[1]
A single C6H9ClS molecule at a distorted geometry, computed with ωB97M-V/def2-TZVPD.

## Properties
HOMO-LUMO gap (hartree): 0.3489
SMILES: ClC[C@]12CSC[C@H]1C2
Net charge: 0

Geometry (Å):
Cl 3.041 -0.781 0.268
S -1.947 -1.278 0.274
C 0.511 -0.179 0.031
C -0.136 -1.516 -0.111
C 1.812 0.163 -0.613
C 0.115 0.619 1.276
C -1.967 0.426 -0.300
C -0.560 0.890 -0.045
H 0.156 -2.314 0.565
H -0.408 0.120 2.038
H 0.771 1.409 1.644
H -2.705 0.975 0.264
H -0.036 -1.990 -1.087
H 1.845 -0.072 -1.685
H -0.326 1.846 -0.559
H -2.229 0.489 -1.388
H 2.064 1.193 -0.572

These are the Mulliken partial charges, in e, on atoms 1 to 5:
1 Cl -0.21
2 S -0.20
3 C 0.62
4 C -0.81
5 C -0.76

[2]
A single C3H8N2S molecule at a distorted geometry, computed with ωB97M-V/def2-TZVPD.

## Properties
HOMO-LUMO gap (hartree): 0.3550
SMILES: CC/N=C\NS
Net charge: 0

Geometry (Å):
S 1.653 -0.940 0.704
N -1.204 0.259 -0.508
N 0.436 -1.513 -0.320
C -0.459 1.427 -0.098
C -1.536 2.480 -0.084
C -0.724 -0.899 -0.685
H 0.317 1.677 -0.821
H -1.144 3.480 0.174
H -2.051 2.464 -1.037
H 1.292 -1.372 1.913
H -1.409 -1.567 -1.208
H -2.253 2.149 0.681
H -0.045 1.285 0.865
H 0.539 -2.338 -0.832

These are the Mulliken partial charges, in e, on atoms 1 to 5:
1 S -0.18
2 N -0.39
3 N -0.26
4 C -0.33
5 C -1.25

[3]
A molecular structure, C4H8O2, computed with ωB97M-V/def2-TZVPD.

## Properties
HOMO-LUMO gap (spin up / spin down) (hartree): 0.2754 / 0.2755
Net charge: 0

Geometry (Å):
O 0.713 -1.343 0.365
O -0.273 1.511 -0.305
C -1.690 0.089 -0.311
C -1.237 -1.194 -0.078
C 1.532 -0.437 0.024
C 0.832 1.330 0.290
H 2.335 -0.223 0.741
H 1.717 1.752 -0.203
H -1.413 -1.661 0.884
H -2.194 0.634 0.478
H -1.065 -1.865 -0.910
H 0.842 1.350 1.394
H 1.802 -0.350 -1.043
H -1.902 0.408 -1.324

These are the Mulliken partial charges, in e, on atoms 1 to 5:
1 O -0.43
2 O -0.43
3 C -0.33
4 C -0.33
5 C -0.37

[4]
2 unconnected molecules or ions with the total composition CHO3S2 at a distorted geometry, computed with ωB97M-V/def2-TZVPD.

## Properties
HOMO-LUMO gap (spin up / spin down) (hartree): 0.1965 / 0.2901
Net charge: -1

Geometry (Å):
S 0.541 1.315 -0.044
S -3.082 0.285 -0.100
O -3.523 0.797 1.206
O -2.492 -1.071 -0.070
O -4.007 0.559 -1.217
C -0.472 2.533 0.208
H -0.630 2.840 1.223

These are the Mulliken partial charges, in e, on atoms 1 to 5:
1 S -0.09
2 S 0.66
3 O -0.52
4 O -0.53
5 O -0.56

[5]
2 unconnected molecules or ions with the total composition C3H6S3 at a distorted geometry, computed with ωB97M-V/def2-TZVPD.

## Properties
HOMO-LUMO gap (spin up / spin down) (hartree): 0.2705 / 0.2705
SMILES: S=C/C=C/S.S
Net charge: 0

Geometry (Å):
S -0.307 3.234 -0.014
S 2.385 -2.902 0.224
S -2.245 -0.063 0.248
C 1.476 -1.463 -0.043
C -0.606 -0.366 -0.009
C 0.148 -1.538 0.094
H -2.449 -1.258 0.758
H -1.233 2.629 0.663
H 2.024 -0.557 -0.313
H -0.248 -2.423 0.460
H 0.035 0.570 -0.261
H 0.644 2.137 0.222

These are the Mulliken partial charges, in e, on atoms 1 to 5:
1 S -0.25
2 S -0.27
3 S -0.11
4 C -0.37
5 C 0.36

[6]
2 unconnected molecules or ions with the total composition C4H11NS at a distorted geometry, computed with ωB97M-V/def2-TZVPD.

## Properties
HOMO-LUMO gap (hartree): 0.3495
SMILES: C=NC.CSC
Net charge: 0

Geometry (Å):
S -0.882 -1.345 0.038
N 1.887 1.665 -1.142
C 2.287 0.826 -0.017
C -1.914 0.128 -0.155
C 1.291 1.066 -2.084
C -1.308 -1.761 1.756
H -2.618 0.064 -0.960
H 2.433 -0.213 -0.300
H 3.129 1.242 0.463
H 0.955 1.680 -2.920
H -1.346 -0.882 2.388
H -0.495 -2.316 2.225
H -2.341 0.399 0.806
H -1.285 0.974 -0.462
H -2.257 -2.277 1.695
H 0.993 0.013 -2.042
H 1.471 0.737 0.711

These are the Mulliken partial charges, in e, on atoms 1 to 5:
1 S -0.06
2 N -0.39
3 C -0.64
4 C -0.79
5 C -0.30